Computed, not measured: a single C3H3BrN2S molecule at a distorted geometry, with wB97M-V/def2-TZVPD.

Computed properties:
SMILES = BrSc1ncc[nH]1
HOMO level = -8.600 eV
Orbital gap = 8.1012 eV
Energy above the lowest of the compared OMol25 structures with the same formula, charge and spin = 0.0 kcal/mol

Structure (ORCA input):
```
! RIJCOSX wB97M-V def2-TZVPD def2/J DEFGRID3
* xyz 0 1
C -0.78769 1.19481 0.26247
C -1.46886 0.04607 -0.10330
C 0.60654 -0.37969 0.05619
N 0.54455 0.90602 0.34681
N -0.55453 -0.93652 -0.14506
S 2.37874 -1.29016 0.20618
Br 3.70204 0.43931 -0.14321
H -1.28346 2.10446 0.40210
H -2.52824 -0.19194 -0.36007
H -0.60908 -1.89237 -0.52210
*
```

Atom charges from the Löwdin analysis, given in e for atoms 1 to 2:
1 C -0.14
2 C -0.12